1) {"formula": "C2H7S2", "method": "wB97M-V/def2-TZVPD", "species": ["S", "H", "C", "S", "C", "H", "H", "H", "H", "H", "H"], "positions_angstrom": [[0.30, 2.19, -1.51], [1.68, 2.18, -1.51], [-0.66, 0.32, 0.83], [-0.71, -1.52, 0.53], [1.16, -1.84, 1.02], [0.37, 0.73, 0.53], [-1.43, 0.73, 0.17], [-1.10, 0.47, 1.93], [0.96, -2.38, 1.94], [1.59, -0.84, 1.19], [1.53, -2.56, 0.24]], "homo_energy_ev": -2.6, "charge": -1, "gap_ev": 5.91}


2) {"formula": "C2H7S2", "method": "wB97M-V/def2-TZVPD", "species": ["S", "H", "C", "S", "C", "H", "H", "H", "H", "H", "H"], "positions_angstrom": [[4.53, -2.57, 3.35], [5.83, -2.89, 3.45], [0.14, 0.76, -0.18], [-0.86, -0.46, -1.07], [-2.39, 0.43, -1.37], [0.92, 1.28, -0.75], [0.57, 0.21, 0.65], [-0.54, 1.49, 0.25], [-3.18, -0.31, -1.56], [-2.67, 1.02, -0.50], [-2.35, 1.06, -2.26]], "homo_energy_ev": -2.3, "charge": -1, "gap_ev": 4.99}


3) {"formula": "C2H7S2", "method": "wB97M-V/def2-TZVPD", "species": ["S", "H", "C", "S", "C", "H", "H", "H", "H", "H", "H"], "positions_angstrom": [[-2.70, -1.73, -0.86], [-2.87, -1.68, 0.58], [1.15, -0.61, -0.92], [0.59, 1.09, -0.83], [0.14, 1.34, 0.88], [0.50, -1.24, -0.17], [0.87, -0.99, -1.97], [2.22, -0.68, -0.49], [-0.89, 1.82, 0.90], [0.71, 2.18, 1.30], [0.27, 0.51, 1.57]], "homo_energy_ev": -2.5, "charge": -1, "gap_ev": 5.79}


Short version: 2) is the most stable of them.


1) {"formula": "C2H7S2", "method": "wB97M-V/def2-TZVPD", "species": ["C", "S", "H", "H", "H", "H", "C", "S", "H", "H", "H"], "positions_angstrom": [[-0.93, -0.55, -1.30], [-2.64, 0.06, -1.72], [-0.29, 0.18, -1.79], [-0.85, -0.52, -0.23], [-0.74, -1.60, -1.69], [-2.28, 1.36, -1.44], [1.61, 0.22, 1.52], [0.00, 0.06, 2.20], [2.26, -0.71, 1.66], [1.66, 0.60, 0.53], [2.20, 0.91, 2.26]], "homo_energy_ev": -2.1, "charge": -1, "gap_ev": 5.44}


2) {"formula": "C2H7S2", "method": "wB97M-V/def2-TZVPD", "species": ["C", "S", "H", "H", "H", "H", "C", "S", "H", "H", "H"], "positions_angstrom": [[-1.36, -0.16, -0.50], [-2.22, -0.67, -1.99], [-1.59, -0.81, 0.33], [-0.29, -0.36, -0.70], [-1.64, 0.85, -0.27], [-1.68, 0.28, -2.85], [1.72, 0.11, 1.17], [0.71, 1.60, 1.21], [1.51, -1.00, 0.83], [2.74, 0.25, 0.58], [2.09, -0.09, 2.19]], "homo_energy_ev": -2.3, "charge": -1, "gap_ev": 5.60}


Short version: 1) is the most stable of them.


1) {"formula": "C2H8S3", "method": "wB97M-V/def2-TZVPD", "species": ["C", "S", "C", "H", "H", "H", "H", "H", "H", "S", "S", "H", "H"], "positions_angstrom": [[-0.23, -0.91, -0.75], [1.51, -0.74, -0.07], [2.03, 0.55, -1.17], [-0.57, 0.12, -0.78], [-0.05, -1.28, -1.76], [-0.76, -1.69, -0.22], [1.47, 1.47, -0.95], [1.92, 0.41, -2.24], [3.07, 0.80, -0.93], [-2.01, 1.19, 1.62], [-1.89, -0.39, 3.06], [-3.23, 1.66, 2.01], [-1.26, -1.19, 2.20]], "smiles": "CSC.SS", "homo_energy_ev": -8.5, "charge": 0, "gap_ev": 8.60}


2) {"formula": "C2H8S3", "method": "wB97M-V/def2-TZVPD", "species": ["C", "C", "S", "H", "H", "H", "H", "H", "H", "S", "S", "H", "H"], "positions_angstrom": [[-0.90, 0.37, 1.77], [-1.80, 1.63, 1.67], [-2.93, 1.41, 0.28], [-1.31, -0.51, 2.17], [-0.70, 0.13, 0.68], [0.13, 0.53, 2.20], [-1.21, 2.64, 1.45], [-2.38, 1.70, 2.55], [-3.18, 2.60, -0.04], [2.66, -0.47, -0.67], [1.68, -2.01, -1.44], [1.81, -0.27, 0.40], [0.48, -1.65, -0.78]], "smiles": "CCS.SS", "homo_energy_ev": -8.3, "charge": 0, "gap_ev": 8.77}


Short version: 1) is the most stable of them.